Density functional theory data (ωB97M-V/def2-TZVPD) for a cluster of 3 separate species, C26H56F3N8O7P2S in total.

Values from the calculation:
Kohn-Sham gap   6.87 eV
F_max   5.63 eV/A
Net charge   +1
Lowest unoccupied orbital energy   -2.7846 eV

CARTESIAN COORDINATES (ANGSTROEM)
C: 3.935 -1.110 -0.804
C: 3.443 -1.686 0.471
C: 4.146 -2.363 1.401
C: 5.612 -2.674 1.297
C: 5.740 -3.794 0.249
C: 6.701 -4.871 0.567
O: 5.270 -5.042 0.636
N: 3.260 -2.745 2.414
S: 3.744 -3.624 3.814
C: 4.875 -2.563 4.677
O: 4.450 -4.790 3.406
O: 2.606 -3.892 4.633
C: 2.023 -2.310 2.076
C: 0.804 -2.576 2.879
C: 0.378 -4.074 2.693
C: -0.913 -4.192 1.923
F: -0.957 -5.394 1.322
F: -0.962 -3.273 0.937
F: -1.996 -4.123 2.687
N: 2.114 -1.674 0.923
C: 0.924 -1.105 0.242
C: 1.100 0.291 -0.334
O: 1.553 0.372 -1.688
C: 0.748 -0.202 -2.624
O: 0.349 0.395 -3.577
H: 5.011 -1.226 -0.893
H: 3.744 -0.041 -0.831
H: 3.489 -1.588 -1.672
H: 6.156 -1.823 0.897
H: 6.025 -3.078 2.212
H: 5.652 -3.493 -0.791
H: 7.091 -5.464 -0.246
H: 7.178 -4.833 1.536
H: 5.870 -2.877 4.380
H: 4.689 -1.514 4.472
H: 4.741 -2.809 5.727
H: -0.036 -1.969 2.567
H: 0.999 -2.424 3.933
H: 1.135 -4.597 2.110
H: 0.345 -4.582 3.649
H: 0.157 -1.023 1.002
H: 0.560 -1.844 -0.465
H: 1.780 0.885 0.272
H: 0.136 0.798 -0.277
H: 0.511 -1.271 -2.520
O: 0.596 3.736 1.943
P: 0.385 5.015 1.189
N: 0.383 4.434 -0.432
C: 1.344 4.621 -1.493
C: -0.758 3.621 -0.794
N: 1.785 5.861 1.661
C: 2.609 6.696 0.807
C: 2.632 5.212 2.662
N: -0.490 6.486 0.870
C: -1.773 6.540 1.599
C: -0.659 7.036 -0.461
H: 0.906 5.152 -2.350
H: 1.712 3.659 -1.872
H: 2.212 5.189 -1.173
H: -1.659 4.219 -0.998
H: -0.993 2.922 0.017
H: -0.553 3.031 -1.689
H: 3.248 6.109 0.138
H: 3.274 7.306 1.420
H: 2.027 7.413 0.230
H: 3.243 4.408 2.230
H: 2.041 4.798 3.471
H: 3.304 5.949 3.104
H: -2.505 5.823 1.210
H: -2.212 7.536 1.541
H: -1.612 6.316 2.657
H: -1.355 6.468 -1.092
H: 0.284 7.140 -0.992
H: -1.060 8.045 -0.350
O: -5.205 -0.567 -0.327
P: -4.737 -1.116 -1.633
N: -6.209 -1.284 -2.497
C: -6.912 -2.473 -2.914
C: -6.859 -0.040 -2.872
N: -4.044 -2.581 -1.086
C: -4.121 -3.871 -1.748
C: -4.025 -2.788 0.362
N: -3.688 -1.059 -3.030
C: -2.961 0.222 -3.127
C: -4.103 -1.487 -4.352
H: -6.991 -2.534 -4.009
H: -7.935 -2.488 -2.520
H: -6.430 -3.383 -2.574
H: -6.378 0.431 -3.743
H: -6.838 0.677 -2.047
H: -7.904 -0.210 -3.126
H: -5.099 -4.347 -1.626
H: -3.385 -4.553 -1.314
H: -3.863 -3.817 -2.805
H: -5.004 -3.085 0.757
H: -3.705 -1.890 0.882
H: -3.313 -3.569 0.614
H: -3.622 1.061 -3.378
H: -2.177 0.172 -3.884
H: -2.478 0.451 -2.172
H: -4.814 -0.805 -4.836
H: -4.529 -2.487 -4.351
H: -3.210 -1.534 -4.979

Cartesian forces, eV/Å:
-0.01 0.33 0.04
-0.27 -0.37 0.29
0.76 0.46 -0.06
-0.88 -1.13 -0.94
1.52 0.30 0.48
-1.09 0.00 -0.37
-0.35 -0.11 0.07
0.21 0.25 -0.42
0.37 -2.12 1.75
-0.05 0.05 -0.39
0.40 0.58 -0.82
-0.54 1.18 -0.40
-0.16 0.06 0.84
-0.43 -1.03 0.05
0.53 0.61 -0.05
0.56 -1.32 0.08
-0.07 -0.05 -0.17
-0.30 0.20 0.02
-0.17 0.66 0.02
-0.24 0.34 -0.46
0.19 -0.06 0.21
-0.22 0.05 -0.11
-0.08 -0.14 0.09
-0.47 0.35 -0.98
0.44 -0.07 0.41
0.06 -0.15 0.15
-0.10 0.04 -0.23
-0.14 0.07 -0.05
0.10 0.24 0.46
0.14 0.34 0.16
-0.38 -0.09 -0.04
0.56 0.08 0.13
0.28 -0.23 -0.05
0.09 0.17 -0.09
-0.02 0.07 0.10
-0.20 0.06 0.06
0.17 0.36 0.13
0.07 0.27 0.00
-0.04 -0.10 -0.08
-0.34 -0.03 0.04
-0.02 0.03 -0.01
0.05 0.05 -0.17
0.14 0.02 -0.06
-0.08 -0.03 0.05
0.11 0.01 0.45
-2.82 0.64 1.12
4.39 0.81 -3.21
0.37 0.06 0.05
0.07 0.10 -0.15
-0.27 -0.01 0.31
0.50 -0.61 0.27
-0.28 0.64 0.02
0.05 -0.28 -0.01
-1.98 -1.00 1.79
0.14 0.07 0.34
0.02 -0.37 -0.52
0.02 0.02 0.01
-0.04 -0.02 0.05
-0.09 -0.01 0.07
-0.01 -0.09 -0.04
-0.11 0.03 -0.03
0.13 0.06 -0.03
0.03 0.06 0.02
-0.04 -0.05 0.10
-0.13 -0.19 -0.13
0.04 -0.01 0.07
-0.06 -0.09 -0.08
-0.02 0.12 -0.15
-0.05 0.08 -0.03
0.10 0.04 -0.04
0.01 -0.02 -0.04
0.04 0.01 0.00
0.04 -0.17 0.03
-0.03 -0.03 0.14
1.83 2.56 -0.81
-2.39 -5.04 -0.77
0.15 -0.22 0.18
-0.05 -0.16 -0.14
0.36 0.31 0.04
-0.18 -0.14 0.63
0.51 -0.03 -0.42
-0.40 0.13 0.19
0.87 2.54 0.96
0.21 -0.09 0.14
-0.60 0.00 -0.18
0.03 -0.02 0.01
0.03 0.05 0.05
0.04 0.10 0.02
-0.12 0.01 -0.01
0.00 -0.02 0.00
0.00 -0.12 0.02
0.06 -0.05 -0.01
0.03 0.08 0.09
-0.21 0.16 -0.06
0.02 0.04 0.07
-0.14 0.07 -0.02
-0.04 -0.17 -0.26
0.04 0.02 -0.05
-0.05 -0.09 0.03
-0.06 0.01 0.01
-0.01 -0.04 0.02
-0.12 0.05 0.13
0.07 0.09 0.10

=====

Density functional theory data (ωB97M-V/def2-TZVPD) for a cluster of 2 separate species, CH4N2O2S in total.

Values from the calculation:
Spin multiplicity   3
Kohn-Sham gap (spin up / spin down)   8.13 / 9.67 eV
F_max   2.20 eV/A
Lowest unoccupied orbital energy (spin up / spin down)   1.0556 / -1.0732 eV

CARTESIAN COORDINATES (ANGSTROEM)
C: -1.220 0.811 -0.927
N: 1.730 -0.627 1.573
N: 0.897 -1.342 1.956
O: 1.178 -0.476 -0.611
O: -1.343 -0.526 -0.594
S: 0.045 -1.436 -0.517
H: -0.179 1.135 -0.717
H: -1.951 1.329 -0.303
H: -1.426 1.053 -1.986
H: 2.270 0.080 2.126

Cartesian forces, eV/Å:
0.63 1.81 -0.13
1.00 -1.03 1.14
0.60 0.66 1.20
-1.27 -1.10 -1.42
0.16 -2.05 -0.04
-0.06 1.52 -1.41
-0.79 0.22 -0.03
0.23 0.21 -0.08
-0.03 -0.51 0.28
-0.48 0.27 0.49

=====

Results for energy relative to the best compared isomer or geometry (same formula, charge and spin): 0.0, 0.0 (in kcal per mole, following the order of the records).
Results for DFT total energy: -3369.1613, -698.5213 (in a.u., following the order of the records).